A molecular structure, C52H40ClN6OPdS3. Source: the Open Molecules 2025 dataset; level of theory: ωB97M-V/def2-TZVPD.

XYZ file:
```
104
Properties=species:S:1:pos:R:3:forces:R:3
Pd 0.5797 -1.7476 1.4360 0.054 -0.037 -0.070
Cl -5.7295 -3.0024 4.9171 0.001 -0.002 -0.010
C -4.4372 -2.9677 3.8304 -0.003 0.008 -0.004
C -4.6501 -3.2775 2.4686 -0.020 -0.004 0.025
C -3.6002 -3.2402 1.6116 0.020 0.002 -0.010
C -2.2662 -2.8656 2.0333 0.030 0.015 -0.020
O -1.3725 -2.7920 1.1575 -0.053 0.000 0.064
C -2.0656 -2.5987 3.4561 0.013 0.003 -0.012
C -0.7787 -2.3700 4.0992 -0.008 0.008 0.012
N 0.3549 -2.2891 3.5207 0.029 -0.065 0.059
C 1.5501 -2.1713 4.2757 -0.007 0.042 -0.035
C 1.6882 -2.6141 5.5664 -0.010 -0.021 0.010
C 2.8976 -2.4454 6.2661 0.026 0.017 -0.005
C 3.9661 -1.8492 5.6621 -0.014 -0.027 0.029
C 3.8755 -1.4253 4.3159 0.006 -0.003 -0.005
C 4.9664 -0.8421 3.6344 -0.009 0.011 -0.025
C 4.8317 -0.4896 2.3221 0.017 -0.016 0.001
C 3.6057 -0.7273 1.6838 -0.001 -0.011 -0.033
N 2.5627 -1.2518 2.2886 -0.044 0.042 0.099
C 2.6687 -1.6018 3.6077 -0.004 0.008 -0.006
C -3.1495 -2.6534 4.2985 -0.012 -0.006 0.007
H -5.6434 -3.5453 2.1350 0.000 0.003 0.002
H -3.7263 -3.4760 0.5641 -0.002 0.002 -0.008
H -0.8333 -2.2847 5.1851 0.015 -0.007 -0.010
H 0.8750 -3.1279 6.0620 -0.006 0.003 -0.011
H 2.9724 -2.8020 7.2837 0.000 0.001 0.000
H 4.8993 -1.7146 6.1932 -0.001 -0.001 0.001
H 5.9004 -0.6910 4.1610 0.000 -0.001 0.001
H 5.6473 -0.0520 1.7646 -0.003 0.000 0.000
H 3.4827 -0.4812 0.6375 -0.012 0.019 -0.017
H -3.0237 -2.4701 5.3584 0.000 0.000 0.002
N 1.0569 -1.6116 -0.6428 0.025 0.060 -0.065
S 1.1818 -0.6732 -1.8688 -0.080 -0.046 0.058
N 0.3765 0.6808 -1.9882 -0.021 0.042 0.011
S -1.1904 0.7953 -1.7786 0.003 -0.053 0.011
N -1.7362 0.8722 -0.3583 0.028 0.054 -0.026
S -1.0042 1.1275 1.1030 -0.019 -0.014 0.005
N -0.6015 -0.0343 1.9018 0.028 -0.015 -0.029
C -2.2697 2.0635 1.9084 0.007 -0.010 0.040
C -3.1480 2.8749 1.2044 -0.010 0.010 -0.014
C -4.0682 3.6305 1.9132 0.011 -0.002 0.005
C -4.0982 3.5702 3.3007 0.013 -0.008 0.002
C -3.2105 2.7537 3.9892 -0.021 0.020 0.008
C -2.2840 1.9925 3.2950 0.003 -0.007 -0.008
C 0.2868 2.3263 0.7946 -0.015 0.007 -0.001
C 0.0882 3.4483 -0.0003 -0.002 -0.008 -0.017
C 1.1126 4.3739 -0.1164 -0.005 0.010 -0.003
C 2.3059 4.1863 0.5761 0.000 -0.008 0.022
C 2.4806 3.0714 1.3836 0.005 0.009 -0.020
C 1.4643 2.1312 1.4978 0.006 0.021 -0.010
C -2.0062 -0.5658 -2.5351 0.027 0.015 -0.062
C -2.2100 -0.5575 -3.9107 0.004 0.012 -0.004
C -2.7201 -1.6996 -4.5042 -0.002 -0.014 0.005
C -2.9986 -2.8203 -3.7298 0.001 0.002 0.016
C -2.7758 -2.8083 -2.3584 -0.009 -0.016 -0.028
C -2.2785 -1.6718 -1.7413 -0.006 0.023 0.028
C -1.5952 2.2192 -2.7247 -0.018 -0.023 0.007
C -2.9362 2.5966 -2.7022 0.001 0.008 0.010
C -3.3147 3.7203 -3.4147 0.007 0.016 -0.012
C -2.3633 4.4450 -4.1269 -0.004 -0.008 0.003
C -1.0321 4.0501 -4.1382 -0.008 -0.010 0.005
C -0.6330 2.9216 -3.4363 -0.004 0.032 -0.011
C 2.8476 -0.1162 -1.8313 -0.003 -0.066 -0.012
C 3.8286 -1.0693 -2.0979 0.017 -0.010 0.005
C 5.1520 -0.6726 -2.0397 0.002 0.019 0.009
C 5.4669 0.6448 -1.7155 -0.015 -0.006 -0.003
C 4.4677 1.5730 -1.4448 0.015 0.001 -0.001
C 3.1336 1.2005 -1.4959 -0.004 0.045 0.030
C 0.9592 -1.6010 -3.3508 0.027 -0.014 -0.004
C 1.0990 -0.9247 -4.5609 0.005 0.019 0.010
C 1.0121 -1.6545 -5.7311 -0.017 -0.020 -0.001
C 0.7731 -3.0261 -5.6796 -0.001 0.004 0.017
C 0.6292 -3.6777 -4.4628 -0.005 0.007 -0.019
C 0.7341 -2.9675 -3.2746 -0.001 -0.012 0.018
H -3.1248 2.9098 0.1242 -0.016 -0.003 -0.002
H -4.7648 4.2653 1.3829 -0.001 0.001 -0.001
H -4.8172 4.1645 3.8482 -0.003 0.000 -0.001
H -3.2367 2.7140 5.0696 -0.003 0.002 0.001
H -1.5828 1.3501 3.8102 0.002 0.002 -0.006
H -0.8551 3.6168 -0.5048 0.010 0.005 0.004
H 0.9715 5.2592 -0.7223 -0.001 -0.002 -0.001
H 3.0884 4.9303 0.5043 0.004 -0.004 -0.006
H 3.3993 2.9409 1.9407 -0.001 0.002 0.002
H 1.5606 1.2675 2.1411 0.009 -0.031 0.017
H -1.9880 0.3193 -4.5051 0.002 0.008 -0.002
H -2.9067 -1.7132 -5.5693 0.002 0.001 -0.001
H -3.3988 -3.7088 -4.2003 -0.003 0.002 -0.002
H -2.9910 -3.6907 -1.7709 0.002 0.001 0.010
H -2.1055 -1.6424 -0.6734 -0.005 -0.012 -0.014
H -3.6677 2.0192 -2.1494 0.000 -0.005 0.004
H -4.3505 4.0303 -3.4195 0.000 0.000 -0.002
H -2.6661 5.3227 -4.6821 0.000 0.002 0.003
H -0.3017 4.6193 -4.6967 -0.001 -0.002 -0.004
H 0.3997 2.6052 -3.4304 0.012 -0.005 -0.001
H 3.5633 -2.0871 -2.3543 0.000 -0.001 -0.002
H 5.9366 -1.3843 -2.2560 0.002 -0.001 0.001
H 6.5041 0.9518 -1.6827 0.002 0.000 -0.001
H 4.7255 2.5950 -1.2018 0.001 0.001 0.002
H 2.3432 1.9089 -1.2855 0.012 -0.012 -0.009
H 1.2887 0.1412 -4.5852 -0.001 0.006 -0.002
H 1.1348 -1.1596 -6.6848 0.002 0.002 0.001
H 0.7087 -3.5909 -6.6001 0.002 -0.001 0.000
H 0.4506 -4.7439 -4.4344 0.004 -0.002 0.001
H 0.6523 -3.4612 -2.3159 0.004 0.002 0.002
```
Positions in Å, forces in eV/Å.

The value obtained for the HOMO energy (spin up / spin down) is -0.556 / -0.564 hartree. The gap between HOMO and LUMO (spin up / spin down) comes out at 7.75 / 5.48 eV. Its multiplicity is 5. The value obtained for the strongest force on any atom is 0.12 eV/Å. Its expectation value of S² is 6.05. The energy above the lowest of the compared OMol25 structures with the same formula, charge and spin comes out at 0.0 kcal/mol. As for the total charge: +3. The calculation puts the total energy at -4190.80683 hartree.

***

2 unconnected molecules or ions with the total composition C6H13NO. Source: the Open Molecules 2025 dataset; level of theory: ωB97M-V/def2-TZVPD.

XYZ file:
```
21
Properties=species:S:1:pos:R:3:forces:R:3
C 1.4274 -0.3495 0.2689 1.808 0.029 -0.243
C 1.7559 0.5903 -0.6311 -0.483 -0.281 0.275
C -1.6846 1.3484 0.9962 0.527 0.100 -0.080
C 1.1448 -1.7747 -0.1088 -0.610 0.367 0.162
N 1.6161 -0.1316 1.6388 -0.368 0.043 0.047
C -1.8226 -0.3797 -0.6896 -1.492 1.070 0.333
C -1.5415 0.3860 -1.7389 0.466 -0.141 0.106
O -1.9288 0.0139 0.6187 0.210 -0.889 -0.335
H 2.2888 0.5875 1.8623 -0.142 -0.108 0.046
H 1.7088 -0.9558 2.2134 0.010 0.107 -0.112
H 1.6586 0.4146 -1.6861 -0.076 -0.130 -0.175
H 2.0911 1.5698 -0.3319 0.034 0.196 0.139
H -2.3059 -1.3433 -0.7986 0.342 -0.170 -0.003
H -2.3019 2.0683 0.4518 -0.114 -0.156 -0.119
H -0.6303 1.5900 0.8393 -0.022 0.118 0.039
H -1.9108 1.3944 2.0612 0.024 0.059 -0.107
H 0.9952 -1.8647 -1.1807 -0.011 -0.052 0.000
H 1.9551 -2.4316 0.2104 0.091 0.083 -0.026
H 0.2398 -2.0946 0.4068 -0.142 -0.211 -0.039
H -1.6871 0.0126 -2.7368 0.081 -0.294 -0.103
H -1.0683 1.3497 -1.6653 -0.134 0.259 0.195
```
Positions in Å, forces in eV/Å.

The value obtained for the HOMO energy is -0.294 hartree. The gap between HOMO and LUMO comes out at 9.01 eV. The value obtained for the strongest force on any atom is 1.87 eV/Å. The energy above the lowest of the compared OMol25 structures with the same formula, charge and spin comes out at 58.5 kcal/mol. The calculation puts the total energy at -366.34067 hartree.

***

A single C4H5N3 molecule. Source: the Open Molecules 2025 dataset; level of theory: ωB97M-V/def2-TZVPD.

XYZ file:
```
12
Properties=species:S:1:pos:R:3:forces:R:3
C 2.5309 -0.2752 -0.0137 5.936 -0.654 0.568
C 1.5779 0.9197 -0.1426 -3.235 -1.566 -0.908
C -1.4156 -0.0513 0.7415 -0.345 -4.301 0.214
C -1.5747 -0.6550 -0.6759 0.303 -1.045 2.894
H 1.9155 1.9765 -0.0718 0.276 -1.210 -0.481
H -1.6051 0.9424 0.9786 -0.520 1.542 0.050
H -1.4111 -0.7946 1.5562 -0.486 0.783 -0.166
H -1.9018 0.1814 -1.2718 -0.400 -0.742 -1.096
H -1.7554 -1.8642 -0.6879 0.239 3.673 -0.617
N 3.6366 -0.8188 0.0285 -7.224 3.007 -0.289
N 0.2535 0.7711 -0.3846 7.017 6.931 -0.737
N -0.2508 -0.3319 -0.0565 -1.562 -6.419 0.567
```
Positions in Å, forces in eV/Å.

The value obtained for the HOMO energy is -0.336 hartree. The gap between HOMO and LUMO comes out at 8.86 eV. The value obtained for the strongest force on any atom is 9.89 eV/Å. The energy above the lowest of the compared OMol25 structures with the same formula, charge and spin comes out at 136.4 kcal/mol. The calculation puts the total energy at -319.49480 hartree.

***

2 unconnected molecules or ions with the total composition C6H12O. Source: the Open Molecules 2025 dataset; level of theory: ωB97M-V/def2-TZVPD.

XYZ file:
```
19
Properties=species:S:1:pos:R:3:forces:R:3
C -0.6385 -1.6010 -0.8064 0.038 -0.083 0.017
C -0.2115 -0.1957 -1.2546 0.042 0.080 -0.177
C -1.5576 0.7883 1.4223 0.028 0.168 0.110
C -0.8174 1.8900 1.4187 -0.157 -0.134 0.085
O 1.1615 1.6308 -0.5993 0.050 -0.459 -0.092
C 1.0067 0.4273 -0.6014 0.086 0.205 -0.036
C 2.0538 -0.4971 -0.0223 0.072 0.029 0.035
H -1.7226 -1.7267 -0.8966 0.190 0.063 -0.037
H -0.1723 -2.3727 -1.4257 -0.028 0.055 0.128
H -0.3801 -1.8175 0.2359 -0.042 0.134 -0.154
H -1.0262 0.5272 -1.1857 0.163 -0.075 0.010
H -1.2759 -0.0919 1.9966 -0.062 0.158 -0.013
H -2.4641 0.7077 0.8260 0.109 0.031 0.125
H 0.1076 1.9649 1.9846 -0.169 -0.027 -0.035
H -1.0725 2.7531 0.8094 -0.005 -0.138 0.114
H 0.0893 -0.2152 -2.3098 -0.189 -0.077 -0.056
H 1.7431 -0.8154 0.9806 0.014 0.035 -0.133
H 2.1788 -1.4000 -0.6292 -0.036 0.122 0.085
H 2.9979 0.0440 0.0568 -0.106 -0.088 0.024
```
Positions in Å, forces in eV/Å.

The value obtained for the HOMO energy is -0.348 hartree. The gap between HOMO and LUMO comes out at 10.42 eV. The value obtained for the strongest force on any atom is 0.47 eV/Å. The energy above the lowest of the compared OMol25 structures with the same formula, charge and spin comes out at 31.7 kcal/mol. The calculation puts the total energy at -311.00882 hartree.

***

A single C8H16N2O3 molecule. Source: the Open Molecules 2025 dataset; level of theory: ωB97M-V/def2-TZVPD.

XYZ file:
```
29
Properties=species:S:1:pos:R:3:forces:R:3
C 0.4529 -0.6902 0.3144 0.807 2.030 -0.200
C -0.3627 -0.2702 1.5683 -0.153 0.460 1.076
C -0.4199 -0.9332 -0.9345 -1.122 -1.920 0.065
C 0.2756 -0.7961 -2.2984 -0.122 1.837 0.303
C -0.6762 -0.7815 -3.5394 1.782 0.265 -0.033
C 1.4490 -1.7202 -2.4361 1.897 -0.783 -1.070
C -1.3015 1.7515 2.7176 -0.716 -2.498 0.944
C -0.5752 2.9937 3.0346 1.381 1.027 -1.291
H 0.9978 -2.4365 0.9727 -0.090 -1.208 0.526
H 2.1265 -1.3502 1.3958 -0.805 0.068 -0.646
H 1.0070 0.2172 0.0179 -0.113 0.096 0.297
H -1.2058 -0.1300 -0.9735 0.249 -1.103 0.488
H -0.8491 -2.0127 -0.8375 0.136 1.849 -0.211
H 0.6546 0.2608 -2.2418 0.009 -0.678 -0.242
H -0.9284 -1.7342 -3.9353 -0.427 -1.203 0.166
H -0.0851 -0.3629 -4.3559 0.170 0.156 -0.040
H -1.5527 -0.1675 -3.5254 -0.587 0.351 0.703
H 2.2688 -1.5861 -1.7122 -0.756 0.288 0.119
H 1.1524 -2.7691 -2.2991 -0.062 0.128 -0.252
H 2.0287 -1.6315 -3.4077 -1.147 -0.088 0.650
H -0.4799 1.6660 0.7782 -0.178 -0.917 1.279
H -2.2900 2.0095 2.4181 -1.079 0.541 -0.082
H -1.4572 1.0286 3.5909 0.665 1.070 -1.177
H 0.1233 4.0452 4.4209 -0.747 -0.550 -0.228
N 1.4964 -1.6489 0.6319 -0.104 0.076 -0.024
N -0.6928 1.0630 1.6069 0.665 0.609 -1.847
O -0.6056 -0.9825 2.5378 0.300 -0.078 -1.032
O -0.0498 3.6819 2.1784 -0.371 -0.454 0.436
O -0.5011 3.2859 4.3126 0.516 0.629 1.323
```
Positions in Å, forces in eV/Å.

The value obtained for the HOMO energy is -0.344 hartree. The gap between HOMO and LUMO comes out at 9.89 eV. The value obtained for the strongest force on any atom is 2.76 eV/Å. The energy above the lowest of the compared OMol25 structures with the same formula, charge and spin comes out at 30.0 kcal/mol. The calculation puts the total energy at -649.67115 hartree.

***

A single C10H14N2OS molecule. Source: the Open Molecules 2025 dataset; level of theory: ωB97M-V/def2-TZVPD.

XYZ file:
```
28
Properties=species:S:1:pos:R:3:forces:R:3
C -0.5120 -0.0106 3.0037 -0.612 1.558 0.694
C 0.8667 0.6291 2.6464 -2.624 -0.430 0.594
C 1.3380 1.9298 0.5392 -1.326 -2.335 1.218
C -0.3871 1.5792 -1.4182 1.842 0.022 1.851
C -0.3983 0.0446 -1.5542 -2.234 -0.251 0.016
C -1.5660 -0.7282 -1.2547 -0.951 2.196 1.105
C -1.7351 -2.0893 -1.4727 2.691 -1.271 0.765
C -0.4602 -2.6523 -1.9462 -1.606 -0.958 -1.258
C 0.6793 -1.9158 -2.3848 -1.657 -1.311 0.931
C 0.6459 -0.5871 -2.1646 2.146 3.251 0.892
H -0.1842 -1.3779 1.5809 -0.574 0.095 0.441
H -1.3349 0.7844 3.1179 1.256 -1.056 -0.424
H -0.4195 -0.4428 4.0288 -0.278 -0.664 -1.001
H 1.2087 1.3389 3.4241 -0.373 0.271 -1.131
H 1.5158 -0.1819 2.6703 1.800 -1.519 0.266
H 0.0164 0.3800 0.8437 -2.008 -1.381 -1.568
H 1.3514 3.0817 -0.9311 -1.300 -1.905 -0.849
H -1.2573 2.0183 -0.9365 -0.174 -0.377 0.298
H -0.3513 1.9888 -2.3922 0.115 0.466 -1.062
H -2.3329 -0.1238 -0.7251 0.168 -0.659 -0.480
H -2.6115 -2.7944 -1.0253 2.262 2.092 -1.473
H -0.5156 -3.7271 -2.1563 0.437 0.277 0.241
H 1.6193 -2.2454 -2.7917 -0.218 -1.104 -0.075
H 1.5554 0.0849 -2.2378 -0.876 -1.095 -0.570
N 0.6205 0.9689 1.2857 4.200 5.401 -0.666
N 0.9034 2.1261 -0.7403 0.031 1.346 -0.235
O -0.9394 -0.8304 1.8792 0.405 -0.530 1.426
S 2.6845 2.7524 1.1117 -0.544 -0.129 0.053
```
Positions in Å, forces in eV/Å.

The value obtained for the HOMO energy is -0.299 hartree. The gap between HOMO and LUMO comes out at 8.76 eV. The value obtained for the strongest force on any atom is 6.87 eV/Å. The energy above the lowest of the compared OMol25 structures with the same formula, charge and spin comes out at 60.3 kcal/mol. The calculation puts the total energy at -972.30911 hartree.